Below is C41H40FeN5S4Se as an isolated structure, with properties calculated with ωB97M-V with the def2-TZVPD basis set.

CARTESIAN COORDINATES (ANGSTROEM)
Fe 0.329 -0.471 -1.472
S 0.146 1.724 -0.661
C -0.478 1.504 0.857
N -1.069 2.506 1.527
C -1.585 2.302 2.870
C -0.682 1.366 3.619
N -0.554 0.125 2.871
C -0.180 -1.058 3.653
C -1.186 -1.347 4.736
C -2.450 -1.818 4.390
C -3.395 -2.071 5.370
C -3.085 -1.858 6.708
C -1.827 -1.394 7.060
C -0.882 -1.137 6.075
C -0.378 0.169 1.537
S -0.077 -1.187 0.638
C -1.522 3.736 0.874
C -0.821 4.948 1.433
C 0.538 5.132 1.185
C 1.202 6.227 1.713
C 0.515 7.149 2.494
C -0.837 6.972 2.743
C -1.501 5.872 2.215
H -2.604 1.900 2.824
H -1.615 3.269 3.372
H -1.119 1.136 4.589
H 0.303 1.820 3.781
H 0.819 -0.902 4.073
H -0.125 -1.899 2.968
H -2.688 -1.986 3.345
H -4.374 -2.440 5.092
H -3.823 -2.060 7.474
H -1.579 -1.231 8.101
H 0.103 -0.778 6.350
H -2.602 3.811 1.023
H -1.331 3.636 -0.192
H 1.070 4.411 0.575
H 2.256 6.365 1.513
H 1.034 8.005 2.905
H -1.377 7.690 3.348
H -2.561 5.738 2.404
S 0.668 -4.023 -3.998
C 0.614 -4.612 -2.391
C 0.523 -3.614 -1.469
C 0.499 -2.315 -2.057
C 0.564 -2.400 -3.420
C 0.670 -1.188 -4.199
C 0.818 -1.117 -5.583
C 1.011 0.114 -6.174
C 1.064 1.251 -5.378
C 0.887 1.107 -4.017
N 0.679 -0.073 -3.438
H 0.655 -5.676 -2.211
H 0.493 -3.811 -0.405
H 0.794 -2.027 -6.167
H 1.133 0.189 -7.247
H 1.235 2.231 -5.799
H 0.916 1.963 -3.358
C -5.789 1.415 -4.328
C -4.394 1.620 -3.815
C -3.693 2.802 -4.034
C -2.413 2.855 -3.521
N -1.856 1.856 -2.849
C -2.597 0.748 -2.693
S -1.982 -0.626 -1.811
N -3.852 0.606 -3.153
H -6.220 2.342 -4.704
H -6.417 1.014 -3.534
H -5.776 0.681 -5.134
H -4.126 3.632 -4.575
H -1.798 3.743 -3.650
C 4.283 -6.282 -0.062
C 3.965 -4.830 -0.306
C 4.025 -4.282 -1.579
C 3.705 -2.951 -1.824
C 3.842 -2.412 -3.223
C 3.289 -2.142 -0.759
Se 2.698 -0.349 -1.126
C 3.318 -2.647 0.549
C 3.094 -1.804 1.782
C 3.633 -3.990 0.746
H 4.532 -6.791 -0.992
H 3.432 -6.798 0.388
H 5.128 -6.391 0.620
H 4.326 -4.909 -2.413
H 4.234 -3.181 -3.889
H 4.513 -1.552 -3.242
H 2.880 -2.072 -3.610
H 2.747 -0.805 1.533
H 4.035 -1.710 2.331
H 2.371 -2.282 2.448
H 3.628 -4.383 1.759

Calculated values
* Kohn-Sham gap (spin up / spin down): 0.221 / 0.216 hartree
* ΔE to the lowest compared entry with this formula, charge and spin: 0.000 eV
* 2S+1: 2
* E_LUMO (spin up / spin down): -0.0358 / -0.0388 Eh
* maximum force: 0.5 eV/A
* E_HOMO (spin up / spin down): -7.00 / -6.94 eV

Here are the Löwdin charges for atoms 1 to 2, given in e:
1 Fe -0.33
2 S 0.83